Entry 1:
51
Properties=species:S:1:pos:R:3 method="wB97M-V/def2-TZVPD" homo_ev=-3.80 energy_ev=-69392.2495 charge=-1
Cl 1.364 3.873 -1.800
Cl -3.156 4.641 0.821
Cl 0.378 1.199 -0.518
O -0.290 2.369 -3.683
O 2.562 -1.900 -1.526
O -0.228 -1.935 -1.024
N -0.780 -1.494 1.149
C -0.249 -0.485 3.388
C 6.421 -1.588 0.090
C -4.505 3.090 -1.491
C -2.585 -3.123 0.488
C -3.084 2.134 -3.697
C 6.591 -1.830 1.460
C -4.480 2.038 -3.662
C -0.419 -1.745 2.546
C -5.177 2.481 -2.529
C -2.383 2.655 -2.611
C 4.174 -1.906 1.711
C 3.994 -1.627 0.347
C -2.326 3.835 -0.468
C 1.494 -1.143 0.433
C 5.145 -1.497 -0.456
C -0.889 2.673 -2.674
C 5.457 -2.002 2.269
C -0.950 3.850 -0.447
C -2.196 -1.691 0.805
C -3.106 3.186 -1.505
C 2.628 -1.568 -0.336
C -0.149 3.101 -1.398
C 0.153 -1.560 0.093
H -2.534 1.804 -4.577
H -6.258 2.392 -2.477
H 0.516 -2.332 2.571
H 5.568 -2.217 3.335
H 3.284 -2.064 2.331
H -1.226 -2.360 2.975
H 7.589 -1.882 1.896
H -2.768 -1.316 1.666
H 7.292 -1.476 -0.562
H -2.388 -1.058 -0.074
H -2.412 -3.776 1.350
H -0.417 4.390 0.340
H -5.016 1.579 -4.495
H 0.043 -0.770 4.405
H 1.662 -0.708 1.414
H -1.192 0.069 3.441
H -5.036 3.474 -0.629
H -2.009 -3.477 -0.372
H 0.521 0.175 2.978
H 5.020 -1.335 -1.526
H -3.647 -3.142 0.236

=====

Entry 2:
48
Properties=species:S:1:pos:R:3 method="wB97M-V/def2-TZVPD" homo_ev=-10.94 smiles="COc1ccc(C(c2ccc(OC)cc2)[C@H]2C=[NH+]c3ccc(Cl)cc32)cc1" energy_ev=-42292.0138 charge=+1 de_lowest_kj_mol=53.24
Cl 4.375 -2.213 3.107
O 4.896 1.309 -1.529
O -5.445 1.325 -1.418
N -1.421 -2.280 2.429
C -1.667 -1.230 1.661
C -4.154 0.902 -1.476
C 1.959 -3.328 3.567
C -0.381 -0.596 1.189
C 3.590 0.945 -1.410
C -0.035 -2.496 2.580
C -1.583 -0.074 -0.971
C -3.949 -0.490 -1.305
C -0.298 -0.614 -0.313
C 2.028 -1.390 2.059
C -1.758 1.232 -1.438
C -5.743 2.739 -1.465
C 2.537 1.856 -1.174
C 3.327 -0.447 -1.438
C 0.647 -1.493 1.898
C 1.025 -0.011 -0.804
C 2.054 -0.894 -1.157
C 5.229 2.715 -1.488
C -2.682 -0.949 -1.029
C -3.038 1.759 -1.617
C 0.571 -3.410 3.419
C 2.674 -2.324 2.897
C 1.297 1.362 -0.769
H -5.372 3.197 -2.394
H -0.249 -1.665 -0.629
H -0.330 0.451 1.546
H 4.145 -1.128 -1.657
H 4.859 3.191 -0.567
H -5.329 3.261 -0.591
H -2.131 -2.865 2.867
H -0.043 -4.131 3.954
H -2.545 -2.010 -0.806
H 1.862 -1.969 -1.170
H 6.321 2.718 -1.506
H 4.829 3.238 -2.369
H 2.491 -4.006 4.223
H -2.682 -0.917 1.419
H -4.813 -1.149 -1.329
H -6.835 2.773 -1.440
H 2.697 2.937 -1.256
H -0.907 1.875 -1.648
H 2.602 -0.594 1.592
H -3.172 2.823 -1.833
H 0.546 2.065 -0.411

=====

Entry 3:
53
Properties=species:S:1:pos:R:3 method="wB97M-V/def2-TZVPD" homo_ev=-9.00 smiles="O=C(Nc1ccc(S(=O)(=O)N2CCCC[C@@H]2c2cccnc2)cc1)c1c(F)cccc1F" energy_ev=-51075.0444 charge=0 de_lowest_kj_mol=0.00
S 2.345 -0.494 -1.777
F -5.388 2.028 -1.432
F -6.289 -1.812 1.149
O 2.910 0.789 -2.076
O 2.503 -1.543 -2.744
O -4.415 -1.710 -0.970
N 4.863 3.290 -0.008
N 2.908 -1.021 -0.264
N -3.409 0.290 -0.494
C -7.446 1.828 -0.327
C 3.975 1.090 0.277
C 4.155 -0.398 0.170
C 4.957 1.981 -0.141
C -8.296 1.100 0.488
C 4.561 -0.919 1.559
C 3.251 -2.978 1.187
C 2.731 2.997 1.011
C 2.843 1.623 0.882
C -0.276 -1.341 -1.589
C -1.616 -1.180 -1.284
C 0.155 0.947 -0.996
C -7.904 -0.131 0.983
C -1.180 1.119 -0.693
C -6.206 1.304 -0.640
C 2.913 -2.473 -0.209
C 4.614 -2.440 1.597
C 0.603 -0.286 -1.431
C -4.469 -0.564 -0.595
C 3.771 3.787 0.547
C -2.075 0.054 -0.827
C -6.660 -0.633 0.642
C -5.771 0.066 -0.174
H 0.092 -2.278 -1.974
H 1.915 -2.799 -0.505
H -9.266 1.497 0.740
H -8.547 -0.711 1.624
H -2.307 -1.997 -1.406
H -3.598 1.236 -0.194
H -7.728 2.789 -0.725
H 3.247 -4.069 1.180
H 2.061 0.963 1.230
H 0.861 1.758 -0.921
H 5.530 -0.487 1.814
H 5.377 -2.804 0.906
H 5.863 1.623 -0.612
H 3.629 -2.879 -0.936
H 4.876 -2.778 2.602
H 3.829 -0.567 2.289
H 3.736 4.866 0.624
H 2.492 -2.634 1.892
H 1.859 3.443 1.465
H -1.540 2.082 -0.360
H 4.960 -0.624 -0.549

=====

Entry 4:
51
Properties=species:S:1:pos:R:3 method="wB97M-V/def2-TZVPD" homo_ev=-8.02 smiles="Cc1c(C(=O)N2CCN(c3ccccc3F)CC2)sc2nc(-c3ccccc3)cn12" energy_ev=-45752.9566 charge=0
S 1.188 -0.083 0.641
F 0.378 -1.723 -6.614
O 0.322 2.782 -1.745
N 1.550 0.066 3.417
N 0.491 1.705 2.336
N -0.420 0.692 -2.119
N 0.030 -1.519 -3.839
C 1.374 1.702 7.993
C 0.506 2.057 3.656
C 1.076 1.863 6.653
C 2.150 -0.232 6.172
C 2.058 0.578 8.427
C 2.445 -0.388 7.512
C 1.164 1.036 4.312
C 0.295 1.354 0.112
C -0.653 3.517 1.091
C 1.138 0.495 2.261
C -0.418 0.879 -3.555
C 0.006 -1.676 -2.404
C 0.068 1.665 -1.321
C 1.462 0.896 5.726
C 0.480 -0.189 -4.200
C -0.883 -2.194 -4.635
C -1.990 -2.880 -4.119
C -2.848 -3.599 -4.930
C -2.648 -3.660 -6.297
C 0.043 2.205 1.140
C -0.890 -0.618 -1.738
C -1.557 -3.004 -6.841
C -0.699 -2.304 -6.021
H -1.442 0.784 -3.936
H -1.625 3.451 1.581
H -0.058 4.267 1.610
H 2.443 -0.973 5.444
H -1.919 -0.725 -2.102
H -0.890 -0.735 -0.656
H -2.194 -2.852 -3.061
H -1.347 -3.039 -7.898
H 1.030 -1.537 -2.039
H 1.504 -0.064 -3.832
H -0.312 -2.684 -2.139
H 2.979 -1.265 7.847
H 0.067 2.966 4.009
H 0.542 2.743 6.326
H -0.784 3.824 0.058
H -0.044 1.881 -3.767
H -3.321 -4.214 -6.931
H -3.688 -4.109 -4.484
H 2.289 0.457 9.475
H 1.071 2.457 8.704
H 0.482 -0.053 -5.277

=====

Entry 5:
51
Properties=species:S:1:pos:R:3 method="wB97M-V/def2-TZVPD" homo_ev=-12.43 energy_ev=-48470.0365 charge=+2 de_lowest_kj_mol=39.69
W 1.266 0.837 0.476
I -2.028 -3.533 1.833
Te -2.842 -1.272 0.660
O 2.115 -0.819 1.284
O 0.083 0.568 -0.877
N 2.729 1.758 1.609
N 0.860 2.801 0.055
C 0.304 3.279 -1.035
C -0.617 1.151 -1.856
C 3.781 -0.092 2.831
C -3.868 -2.207 -0.951
C 2.887 3.201 1.326
C -5.788 -2.243 -2.386
C 1.535 3.774 0.929
C -1.415 0.445 -2.742
C 0.686 -0.916 1.499
C -4.042 -3.874 -2.663
C -3.331 -3.299 -1.621
C -0.474 2.552 -1.978
C -1.898 2.503 -3.923
C 4.713 -0.413 3.834
C 2.971 -1.122 2.337
C 3.031 -2.405 2.825
C -5.268 -3.346 -3.047
C 3.931 -2.684 3.846
C -5.092 -1.670 -1.331
C -2.055 1.123 -3.763
C -1.120 3.210 -3.038
C 4.772 -1.691 4.343
C 3.653 1.255 2.393
H -2.379 -3.722 -1.328
H 3.594 3.306 0.499
H 3.280 3.739 2.187
H 1.671 4.733 0.432
H -3.641 -4.741 -3.172
H -1.523 -0.627 -2.626
H 0.419 -1.010 2.548
H -5.823 -3.799 -3.857
H 0.412 4.344 -1.228
H 5.474 -1.925 5.131
H -5.518 -0.832 -0.794
H -1.003 4.282 -3.140
H 5.389 0.351 4.198
H -2.388 3.017 -4.737
H 0.290 -1.721 0.885
H 3.991 -3.688 4.243
H -6.750 -1.841 -2.675
H 4.393 1.945 2.796
H -2.681 0.575 -4.454
H 2.400 -3.181 2.408
H 0.916 3.927 1.815

=====

Repeat the fifth record exactly.
51
Properties=species:S:1:pos:R:3 method="wB97M-V/def2-TZVPD" homo_ev=-12.43 energy_ev=-48470.0365 charge=+2 de_lowest_kj_mol=39.69
W 1.266 0.837 0.476
I -2.028 -3.533 1.833
Te -2.842 -1.272 0.660
O 2.115 -0.819 1.284
O 0.083 0.568 -0.877
N 2.729 1.758 1.609
N 0.860 2.801 0.055
C 0.304 3.279 -1.035
C -0.617 1.151 -1.856
C 3.781 -0.092 2.831
C -3.868 -2.207 -0.951
C 2.887 3.201 1.326
C -5.788 -2.243 -2.386
C 1.535 3.774 0.929
C -1.415 0.445 -2.742
C 0.686 -0.916 1.499
C -4.042 -3.874 -2.663
C -3.331 -3.299 -1.621
C -0.474 2.552 -1.978
C -1.898 2.503 -3.923
C 4.713 -0.413 3.834
C 2.971 -1.122 2.337
C 3.031 -2.405 2.825
C -5.268 -3.346 -3.047
C 3.931 -2.684 3.846
C -5.092 -1.670 -1.331
C -2.055 1.123 -3.763
C -1.120 3.210 -3.038
C 4.772 -1.691 4.343
C 3.653 1.255 2.393
H -2.379 -3.722 -1.328
H 3.594 3.306 0.499
H 3.280 3.739 2.187
H 1.671 4.733 0.432
H -3.641 -4.741 -3.172
H -1.523 -0.627 -2.626
H 0.419 -1.010 2.548
H -5.823 -3.799 -3.857
H 0.412 4.344 -1.228
H 5.474 -1.925 5.131
H -5.518 -0.832 -0.794
H -1.003 4.282 -3.140
H 5.389 0.351 4.198
H -2.388 3.017 -4.737
H 0.290 -1.721 0.885
H 3.991 -3.688 4.243
H -6.750 -1.841 -2.675
H 4.393 1.945 2.796
H -2.681 0.575 -4.454
H 2.400 -3.181 2.408
H 0.916 3.927 1.815

=====

Repeat the second record exactly.
48
Properties=species:S:1:pos:R:3 method="wB97M-V/def2-TZVPD" homo_ev=-10.94 smiles="COc1ccc(C(c2ccc(OC)cc2)[C@H]2C=[NH+]c3ccc(Cl)cc32)cc1" energy_ev=-42292.0138 charge=+1 de_lowest_kj_mol=53.24
Cl 4.375 -2.213 3.107
O 4.896 1.309 -1.529
O -5.445 1.325 -1.418
N -1.421 -2.280 2.429
C -1.667 -1.230 1.661
C -4.154 0.902 -1.476
C 1.959 -3.328 3.567
C -0.381 -0.596 1.189
C 3.590 0.945 -1.410
C -0.035 -2.496 2.580
C -1.583 -0.074 -0.971
C -3.949 -0.490 -1.305
C -0.298 -0.614 -0.313
C 2.028 -1.390 2.059
C -1.758 1.232 -1.438
C -5.743 2.739 -1.465
C 2.537 1.856 -1.174
C 3.327 -0.447 -1.438
C 0.647 -1.493 1.898
C 1.025 -0.011 -0.804
C 2.054 -0.894 -1.157
C 5.229 2.715 -1.488
C -2.682 -0.949 -1.029
C -3.038 1.759 -1.617
C 0.571 -3.410 3.419
C 2.674 -2.324 2.897
C 1.297 1.362 -0.769
H -5.372 3.197 -2.394
H -0.249 -1.665 -0.629
H -0.330 0.451 1.546
H 4.145 -1.128 -1.657
H 4.859 3.191 -0.567
H -5.329 3.261 -0.591
H -2.131 -2.865 2.867
H -0.043 -4.131 3.954
H -2.545 -2.010 -0.806
H 1.862 -1.969 -1.170
H 6.321 2.718 -1.506
H 4.829 3.238 -2.369
H 2.491 -4.006 4.223
H -2.682 -0.917 1.419
H -4.813 -1.149 -1.329
H -6.835 2.773 -1.440
H 2.697 2.937 -1.256
H -0.907 1.875 -1.648
H 2.602 -0.594 1.592
H -3.172 2.823 -1.833
H 0.546 2.065 -0.411